No. 1
Density functional theory data (wB97M-V/def2-TZVPD) for C24H26ClNO2 in the gas phase.

## Properties
- Kohn-Sham gap (eV) = 9.21
- total charge = 0
- SMILES string = CCN(CC)C(=O)[C@@H](C(=O)c1ccccc1)[C@]1(c2ccc(Cl)cc2)C=CCC1
- lowest unoccupied orbital energy (eV) = 0.5
- multiplicity = 1

Geometry as XYZ:
```
54
Properties=species:S:1:pos:R:3:mulliken_charge:R:1
Cl 4.10 -0.05 1.49 -0.225
C 2.40 -0.06 1.82 0.382
C 1.71 1.16 1.92 -1.001
C 0.34 1.15 2.23 -0.184
C -0.32 -0.06 2.43 -0.785
C -1.76 -0.11 2.93 2.850
C -2.57 -1.30 2.34 -0.949
C -4.04 -0.75 2.17 -0.707
C -3.82 0.73 2.14 -0.605
C -2.59 1.09 2.50 -1.027
C 0.35 -1.27 2.26 -0.317
C 1.72 -1.28 1.96 -0.919
H 2.25 2.10 1.80 0.388
H -0.18 2.10 2.30 0.241
H -2.23 -1.58 1.34 0.688
H -2.49 -2.20 3.00 -0.189
H -4.54 -1.15 1.28 0.525
H -4.65 -1.00 3.06 0.266
H -4.60 1.45 1.88 0.413
H -2.19 2.10 2.48 0.275
H -0.18 -2.22 2.35 0.343
H 2.26 -2.23 1.89 0.404
C 1.12 1.50 6.23 -1.035
C -0.27 1.28 6.76 -0.570
N -1.33 1.80 5.86 0.567
C -1.74 3.18 6.10 -0.681
C -2.78 3.33 7.21 -1.095
C -2.29 1.01 5.18 -1.034
C -1.63 -0.23 4.40 1.670
C -2.41 -1.42 5.02 -0.780
C -1.72 -2.70 5.46 0.664
C -0.68 -2.66 6.40 -0.118
C -0.17 -3.89 6.84 -0.828
C -0.69 -5.08 6.32 -0.477
C -1.76 -5.09 5.42 -0.793
C -2.32 -3.89 5.02 -0.442
O -3.63 -1.42 5.13 -0.554
O -3.46 1.33 5.09 -0.561
H 1.79 1.16 7.01 0.431
H 1.30 0.91 5.34 0.145
H 1.36 2.54 6.01 0.321
H -0.47 0.21 6.93 0.188
H -0.42 1.82 7.70 0.519
H -0.81 3.69 6.33 0.443
H -2.14 3.58 5.16 0.355
H -3.12 4.37 7.26 0.402
H -3.63 2.68 6.97 0.274
H -2.38 3.03 8.20 0.289
H -0.50 -0.23 4.60 0.881
H -0.29 -1.66 6.63 0.280
H 0.65 -3.91 7.55 0.407
H -0.21 -6.02 6.58 0.373
H -2.12 -6.03 5.02 0.399
H -3.14 -3.85 4.29 0.490
```

=====

No. 2
Density functional theory data (wB97M-V/def2-TZVPD) for C4H10N2O in the gas phase.

## Properties
- Kohn-Sham gap (eV) = 10.09
- total charge = 0
- SMILES string = NCNCCC=O
- lowest unoccupied orbital energy (eV) = 1.1
- multiplicity = 1

Geometry as XYZ:
```
17
Properties=species:S:1:pos:R:3:mulliken_charge:R:1
C -0.16 -0.67 0.60 -0.521
C 1.28 -0.76 1.09 -0.703
C 2.32 -0.50 0.04 0.058
O 2.09 -0.11 -1.08 -0.475
N -0.53 0.71 0.36 -0.369
C -1.95 0.92 0.22 -0.530
N -2.50 0.34 -1.04 -0.615
H -0.33 -1.33 -0.26 0.303
H -0.78 -1.10 1.38 0.449
H 1.47 -1.76 1.50 0.366
H 1.46 -0.05 1.90 0.288
H 3.36 -0.69 0.35 0.341
H -0.05 1.03 -0.48 0.240
H -2.19 1.99 0.30 0.336
H -2.43 0.42 1.06 0.362
H -1.98 0.78 -1.80 0.223
H -3.43 0.73 -1.15 0.247
```

=====

No. 3
Density functional theory data (wB97M-V/def2-TZVPD) for C5H11N3 in the gas phase.

## Properties
- Kohn-Sham gap (eV) = 9.73
- total charge = 0
- SMILES string = CC[C@@H]1C[C@H]1/N=N/N
- lowest unoccupied orbital energy (eV) = 1.2
- multiplicity = 1

Geometry as XYZ:
```
19
Properties=species:S:1:pos:R:3:mulliken_charge:R:1
C -0.08 -0.94 0.32 -0.284
C 0.68 -1.21 -1.04 -0.751
C 0.05 0.09 -0.75 0.349
C -2.31 1.20 -0.45 -1.091
C -1.23 0.47 -1.40 -0.807
N 0.77 -0.84 1.47 -0.405
N 1.91 -0.25 1.28 0.275
N 2.56 0.05 2.42 -0.682
H -1.09 -1.34 0.60 0.410
H 1.78 -1.16 -1.14 0.292
H 0.29 -1.87 -1.88 0.235
H 0.87 0.87 -0.68 0.397
H -1.79 2.07 0.04 0.274
H -2.57 0.60 0.42 0.306
H -3.10 1.65 -1.01 0.374
H -1.02 1.07 -2.31 0.331
H -1.69 -0.47 -1.69 0.285
H 2.37 -0.41 3.29 0.254
H 3.60 0.41 2.53 0.240
```

=====

No. 4
Density functional theory data (wB97M-V/def2-TZVPD) for C6H16N2O5P2 in the gas phase.

## Properties
- Kohn-Sham gap (eV) = 8.74
- total charge = 0
- SMILES string = CC[C@@H](C)N([PH2]=N)C(=O)OCP(=O)(O)O
- lowest unoccupied orbital energy (eV) = -0.4
- multiplicity = 1

Geometry as XYZ:
```
31
Properties=species:S:1:pos:R:3:mulliken_charge:R:1
C 2.74 -1.57 1.52 -0.806
C 3.09 -0.16 0.70 -0.570
C 1.80 0.83 0.52 0.055
C 2.34 2.34 0.05 -1.043
N 0.72 0.36 -0.42 0.184
P 1.34 -0.41 -1.91 0.374
N 0.11 -0.48 -2.96 -0.740
C -0.38 -0.42 0.26 0.212
O -0.29 -1.74 0.45 -0.513
O -1.66 0.22 0.69 -0.286
C -2.82 -0.59 0.22 -0.422
P -4.52 0.25 0.54 0.971
O -4.95 0.04 2.05 -0.624
O -4.55 1.95 0.06 -0.508
O -5.75 -0.57 -0.44 -0.551
H 1.75 -1.50 2.14 0.182
H 2.78 -2.48 0.77 0.214
H 3.62 -1.75 2.30 0.320
H 3.71 -0.35 -0.28 0.241
H 3.85 0.42 1.43 0.372
H 1.36 1.01 1.62 0.363
H 3.46 2.20 -0.32 0.268
H 1.68 2.66 -0.87 0.305
H 2.33 3.11 0.94 0.277
H 2.50 0.32 -2.42 0.115
H 1.77 -1.76 -1.60 0.083
H 0.43 0.05 -3.82 0.210
H -2.78 -0.80 -0.94 0.364
H -2.88 -1.64 0.77 0.288
H -5.36 2.00 -0.56 0.327
H -5.44 -1.53 -0.51 0.336
```

=====

No. 5
Density functional theory data (wB97M-V/def2-TZVPD) for a gas-phase ion, C5H11N2 (charge +1).

## Properties
- Kohn-Sham gap (eV) = 9.07
- total charge = +1
- SMILES string = [H]/N=C1/[C@@H]([NH3+])C1(C)C
- lowest unoccupied orbital energy (eV) = -3.6
- multiplicity = 1

Geometry as XYZ:
```
18
Properties=species:S:1:pos:R:3:mulliken_charge:R:1
C 1.47 0.16 0.01 0.070
C 0.27 -0.78 -0.86 -0.546
C 0.04 0.44 0.04 1.283
C -0.10 1.75 -0.81 -1.423
C -0.75 0.44 1.27 -1.676
N 2.67 0.05 -0.21 -0.461
N 0.14 -2.05 -0.08 -0.218
H 0.19 -0.94 -1.99 0.365
H -1.10 1.85 -1.30 0.343
H 0.71 2.01 -1.54 0.372
H 0.06 2.64 -0.14 0.419
H -1.85 0.10 1.10 0.307
H -0.73 1.47 1.64 0.418
H -0.38 -0.22 2.07 0.445
H 3.35 0.63 0.26 0.291
H 0.82 -2.69 -0.27 0.337
H -0.83 -2.57 -0.23 0.391
H 0.14 -1.73 0.91 0.284
```

=====

No. 6
Density functional theory data (wB97M-V/def2-TZVPD) for a molecular structure, C33H35ClN4O5S4Sn.

## Properties
- Kohn-Sham gap (eV) = 6.22
- total charge = 0
- lowest unoccupied orbital energy (eV) = -1.0
- multiplicity = 1

Geometry as XYZ:
```
83
Properties=species:S:1:pos:R:3:mulliken_charge:R:1
Sn -7.65 -10.39 13.62 0.666
S -7.98 -14.64 16.67 -0.230
C -8.70 -13.39 15.80 0.427
S -8.21 -12.53 17.19 0.030
S -9.54 -13.05 14.45 -0.140
Cl -12.10 -8.75 7.87 -0.235
C -11.33 -9.02 9.33 0.211
C -11.83 -8.41 10.50 -0.502
C -11.25 -8.72 11.73 -0.883
C -10.09 -9.55 11.86 0.377
O -9.50 -9.60 13.05 -0.470
C -9.63 -10.20 10.64 0.917
C -8.58 -11.20 10.64 -0.188
O -7.93 -11.57 11.65 -0.406
C -10.23 -9.88 9.40 -1.025
H -12.64 -7.67 10.45 0.408
H -11.64 -8.26 12.64 0.540
H -8.33 -11.59 9.66 0.354
H -9.87 -10.30 8.46 0.380
C -5.60 -13.47 12.78 -0.308
C -4.30 -14.27 12.42 -0.800
N -3.12 -13.77 13.18 -0.218
C -3.44 -13.86 14.65 -0.751
C -4.74 -13.04 14.98 -0.206
N -5.31 -12.36 13.77 0.408
C -4.21 -11.52 13.16 -0.244
C -2.90 -12.32 12.86 -0.968
H -6.31 -14.16 13.27 0.443
H -6.07 -13.09 11.86 0.023
H -4.08 -14.12 11.34 0.342
H -4.48 -15.34 12.58 0.300
H -2.62 -13.46 15.24 0.301
H -3.57 -14.94 14.90 0.325
H -4.49 -12.25 15.69 0.442
H -5.54 -13.69 15.39 -0.141
H -4.00 -10.68 13.83 0.569
H -4.63 -11.12 12.23 -0.050
H -2.09 -11.94 13.48 0.324
H -2.61 -12.21 11.82 0.354
O -6.37 -7.06 14.91 -0.771
C -7.31 -7.57 15.52 -0.430
N -7.88 -6.85 16.53 0.008
C -8.94 -7.55 17.19 3.141
C -9.02 -8.80 16.21 -0.586
O -9.97 -9.58 16.25 -0.737
N -7.99 -8.78 15.34 0.622
C -8.52 -7.73 18.68 -0.695
C -8.42 -6.61 19.54 0.259
C -7.99 -6.74 20.86 -0.921
C -7.59 -8.02 21.33 -0.436
C -7.65 -9.13 20.48 -0.774
C -8.16 -8.99 19.19 -0.301
C -10.33 -6.83 17.17 -0.291
C -11.26 -6.98 18.20 -0.344
C -12.62 -6.83 17.92 -0.782
C -13.03 -6.54 16.62 -0.671
C -12.08 -6.23 15.64 -0.525
C -10.73 -6.36 15.92 -0.520
H -7.41 -6.04 16.87 0.292
H -8.63 -5.60 19.16 0.385
H -7.96 -5.90 21.54 0.413
H -7.21 -8.14 22.33 0.375
H -7.21 -10.08 20.78 0.394
H -8.36 -9.87 18.58 0.308
H -10.92 -7.19 19.21 0.351
H -13.35 -6.99 18.70 0.386
H -14.09 -6.46 16.38 0.390
H -12.39 -5.89 14.66 0.456
H -10.00 -6.15 15.12 0.222
O -6.35 -8.99 12.52 -0.334
S -6.43 -8.36 11.12 0.479
C -4.69 -7.96 10.70 -0.556
C -4.40 -6.58 11.27 -0.644
C -5.72 -5.77 11.35 -0.673
C -6.91 -6.66 11.45 -0.113
H -4.59 -8.07 9.61 0.449
H -4.08 -8.74 11.14 0.215
H -3.68 -6.05 10.64 0.387
H -3.93 -6.68 12.26 0.298
H -5.81 -5.13 10.47 0.301
H -5.70 -5.10 12.25 0.281
H -7.72 -6.40 10.75 0.552
H -7.37 -6.66 12.45 -0.235
```